No. 1
Computed, not measured: a cluster of 11 separate species, C26H37Cl10F3O18 in total at a distorted geometry, with ωB97M-V/def2-TZVPD.

Total charge = 0
HOMO energy = -10.496 eV
Orbital gap = 0.3760 Ha

```
94
C26H37Cl10F3O18 ωB97M-V/def2-TZVPD
O -12.440 -25.454 -19.898
C -11.864 -26.473 -19.686
O -12.361 -27.663 -20.038
C -11.457 -28.691 -19.623
C -10.168 -27.901 -19.326
F -9.321 -27.837 -20.390
O -10.638 -26.619 -19.039
H -11.892 -29.239 -18.787
H -11.293 -29.396 -20.438
H -9.539 -28.241 -18.504
O -12.233 -13.673 -19.020
C -11.903 -14.585 -18.331
O -11.255 -14.453 -17.158
C -10.832 -15.741 -16.831
C -11.731 -16.686 -17.621
F -12.765 -17.071 -16.893
O -12.105 -15.897 -18.677
H -9.775 -15.692 -17.092
H -10.913 -15.939 -15.762
H -11.256 -17.599 -17.979
O -11.159 -19.940 -18.443
C -10.711 -21.077 -18.303
O -11.130 -22.074 -17.516
C -10.444 -23.328 -17.775
C -9.482 -22.979 -18.870
F -9.766 -23.676 -20.004
O -9.775 -21.582 -19.151
H -10.001 -23.676 -16.841
H -11.169 -24.039 -18.171
H -8.443 -23.202 -18.629
C -7.753 -24.848 -22.005
C -6.635 -25.123 -23.020
C -5.853 -23.860 -23.369
O -4.504 -24.157 -23.219
C -4.378 -25.322 -22.631
O -3.307 -25.856 -22.270
O -5.601 -25.733 -22.296
H -7.476 -24.338 -21.082
H -8.161 -25.763 -21.576
H -8.509 -24.259 -22.526
H -7.045 -25.726 -23.830
H -6.213 -23.008 -22.791
H -6.012 -23.512 -24.390
C -14.076 -23.318 -17.136
C -15.413 -23.922 -16.646
C -16.280 -22.925 -15.873
O -17.511 -22.969 -16.520
C -17.441 -23.880 -17.560
O -18.286 -24.134 -18.412
O -16.211 -24.263 -17.744
H -13.417 -23.303 -16.268
H -14.045 -22.365 -17.665
H -13.447 -24.048 -17.647
H -15.229 -24.808 -16.038
H -15.780 -21.965 -16.005
H -16.382 -23.239 -14.834
C -6.610 -29.776 -19.824
C -5.952 -28.646 -18.986
C -5.225 -27.591 -19.780
O -5.881 -26.418 -19.482
C -6.836 -26.617 -18.631
O -7.483 -25.683 -18.117
O -6.945 -27.940 -18.334
H -5.927 -30.526 -20.223
H -7.094 -29.281 -20.665
H -7.332 -30.382 -19.276
H -5.265 -29.055 -18.245
H -5.229 -27.772 -20.854
H -4.188 -27.616 -19.443
Cl -6.866 -18.475 -20.602
C -8.349 -17.865 -19.628
Cl -9.475 -17.022 -20.690
H -8.944 -18.626 -19.124
H -7.968 -17.194 -18.858
Cl -14.932 -19.989 -21.037
C -14.675 -19.408 -19.351
Cl -15.657 -20.287 -18.229
H -13.672 -19.568 -18.955
H -14.868 -18.336 -19.335
Cl -13.985 -23.499 -22.244
C -12.314 -23.154 -22.033
Cl -11.366 -24.476 -22.723
H -12.147 -22.154 -22.434
H -12.174 -23.059 -20.956
Cl -11.698 -25.770 -15.661
C -12.795 -27.241 -15.483
Cl -14.047 -26.878 -14.201
H -13.413 -27.538 -16.330
H -12.148 -28.047 -15.134
Cl -5.540 -22.714 -14.205
C -6.802 -23.525 -15.170
Cl -8.108 -24.062 -14.126
H -7.197 -22.883 -15.957
H -6.355 -24.445 -15.547
```

---

No. 2
Computed, not measured: a structure of composition C12H7CdN2O5S at a distorted geometry, with ωB97M-V/def2-TZVPD.

Total charge = +1
HOMO energy (spin up / spin down) = -11.612 / -11.099 eV
Orbital gap (spin up / spin down) = 0.2234 / 0.1769 Ha
ΔE to the lowest compared entry with this formula, charge and spin = 327.34 kJ/mol

```
28
C12H7CdN2O5S ωB97M-V/def2-TZVPD
O 1.874 -2.490 -3.552
C 1.209 -1.967 -4.336
Cd -1.940 0.091 -1.023
C -3.539 1.645 -0.130
O -4.303 2.433 0.231
C -1.516 1.870 -3.984
O -1.843 1.133 -4.846
C -2.948 -2.197 0.235
O -3.503 -3.207 0.273
C -1.109 2.112 -2.648
O -0.446 3.070 -2.192
H -2.333 -1.476 -0.312
N -0.234 2.994 0.401
C 0.360 1.848 0.772
N -0.012 0.625 0.427
C 0.809 -0.337 1.065
C 0.743 -1.730 0.952
C 1.658 -2.529 1.645
C 2.643 -1.948 2.460
C 2.719 -0.556 2.597
C 1.804 0.228 1.894
S 1.711 1.967 1.895
H 0.277 3.821 0.710
H -0.481 3.026 -0.623
H -0.031 -2.153 0.318
H 1.610 -3.614 1.553
H 3.355 -2.587 2.992
H 3.463 -0.071 3.226
```

---

No. 3
Computed, not measured: a structure of composition C35H47BiIN7O8P2Se3Te at a distorted geometry, with ωB97M-V/def2-TZVPD.

Total charge = -2
HOMO energy = -0.875 eV
Orbital gap = 0.1503 Ha
ΔE to the lowest compared entry with this formula, charge and spin = 0.00 kJ/mol

```
105
C35H47BiIN7O8P2Se3Te ωB97M-V/def2-TZVPD
Bi -1.409 0.235 1.321
Se -3.582 2.578 3.393
Se -5.086 1.763 4.862
Te -4.511 -0.768 4.551
Se -3.392 -1.882 2.651
C 0.984 3.609 4.200
C 2.299 3.405 3.776
C 2.524 2.631 2.632
C 1.407 1.995 2.003
N 0.181 2.208 2.479
C -0.036 2.883 3.591
C 1.628 1.301 0.707
C 2.856 0.663 0.379
C 3.022 0.166 -0.867
C 2.058 0.388 -1.818
C 0.812 0.896 -1.410
N 0.587 1.321 -0.152
H 0.792 4.255 5.056
H 3.182 3.895 4.192
H 3.541 2.476 2.221
H -1.093 2.940 3.893
H 3.616 0.498 1.117
H 3.962 -0.373 -1.112
H 2.163 0.185 -2.900
H -0.057 0.948 -2.092
C -3.329 4.814 -3.097
N -3.876 5.815 -2.139
C -3.589 7.118 -2.659
N -2.210 7.385 -2.951
C -1.682 6.337 -3.900
N -1.877 4.960 -3.338
C -1.021 4.807 -2.159
P -1.509 5.881 -0.743
C -3.344 5.571 -0.880
C -1.400 7.442 -1.736
H -3.822 4.900 -4.106
H -3.412 3.830 -2.709
H -3.998 7.881 -2.031
H -4.107 7.164 -3.620
H -0.621 6.521 -4.100
H -2.173 6.471 -4.912
H 0.002 4.993 -2.452
H -1.084 3.745 -1.878
H -3.737 6.339 -0.170
H -3.533 4.566 -0.448
H -0.358 7.674 -2.049
H -1.684 8.385 -1.171
C -5.269 -0.762 -1.302
N -4.152 -0.454 -2.186
C -4.223 -0.714 -3.552
C -3.135 -0.528 -4.303
C -1.919 0.035 -3.657
O -0.921 0.137 -4.383
N -2.059 0.548 -2.414
C -3.061 0.213 -1.640
O -3.154 0.617 -0.431
H -5.107 -0.188 -0.366
H -5.290 -1.826 -1.085
H -6.143 -0.440 -1.798
H -5.215 -1.086 -3.915
H -3.114 -0.784 -5.377
C 0.903 -6.081 3.640
C 1.100 -5.161 2.460
O 2.409 -4.570 2.671
P 3.048 -3.261 1.952
O 3.818 -2.733 3.301
C 4.902 -1.776 3.386
C 5.105 -1.544 4.837
O 4.405 -4.038 1.247
C 4.359 -4.666 -0.049
C 5.283 -5.873 -0.032
H -0.117 -6.376 3.777
H 1.232 -5.619 4.575
H 1.511 -6.966 3.425
H 0.329 -4.381 2.302
H 1.195 -5.703 1.555
H 4.677 -0.922 2.720
H 5.838 -2.236 2.941
H 4.171 -1.545 5.361
H 5.706 -0.647 5.079
H 5.652 -2.405 5.251
H 4.741 -3.966 -0.798
H 3.379 -4.936 -0.347
H 6.224 -5.610 0.485
H 5.592 -6.097 -1.071
H 4.800 -6.751 0.480
C 0.423 -1.220 3.565
O 0.217 -0.906 2.208
H -0.209 -2.072 3.976
H 0.271 -0.369 4.281
H 1.470 -1.588 3.602
I 0.476 -5.754 -5.491
C 0.231 -4.928 -3.603
C -0.587 -5.575 -2.630
C -0.879 -4.865 -1.494
C -0.524 -3.487 -1.353
C 0.417 -2.965 -2.298
C 0.715 -3.634 -3.470
C -1.003 -2.665 -0.182
O -1.435 -3.317 0.790
O -0.919 -1.420 -0.341
H -0.938 -6.610 -2.790
H -1.457 -5.261 -0.664
H 0.873 -2.003 -2.013
H 1.276 -3.080 -4.256
```

---

No. 4
Computed, not measured: a structure of composition C34H30N4O3Os, with ωB97M-V/def2-TZVPD.

Total charge = 0
HOMO energy (spin up / spin down) = -6.339 / -8.148 eV
Spin multiplicity = 5
Orbital gap (spin up / spin down) = 0.2181 / 0.2232 Ha
⟨S²⟩ = 6.0696

```
72
C34H30N4O3Os ωB97M-V/def2-TZVPD
Os 0.250 -0.455 -0.117
N 7.639 6.586 -1.438
C 6.813 5.800 -1.300
C 5.778 4.815 -1.128
C 5.792 3.982 -0.012
C 4.793 3.039 0.151
C 3.772 2.910 -0.791
C 3.771 3.751 -1.903
C 4.765 4.698 -2.076
C 2.700 1.902 -0.607
C 3.066 0.546 -0.588
C 4.334 -0.028 -0.711
C 4.183 -1.432 -0.672
C 2.855 -1.708 -0.545
N 2.136 -0.506 -0.509
C 1.375 2.371 -0.427
C 0.926 3.693 -0.350
C -0.439 3.661 -0.001
C -0.782 2.342 0.136
N 0.305 1.536 -0.136
H 6.579 4.084 0.723
H 4.793 2.395 1.021
H 2.984 3.653 -2.639
H 4.764 5.346 -2.942
H 5.252 0.521 -0.836
H 4.967 -2.167 -0.755
H 2.329 -2.646 -0.510
H 1.541 4.567 -0.479
H -1.093 4.504 0.147
H -1.730 1.914 0.419
O -1.917 -0.639 -0.688
C -2.391 -2.027 -0.799
C -1.180 -2.981 -0.655
O -1.353 -4.171 -0.693
O -0.013 -2.402 -0.553
C -2.982 -2.216 -2.187
C -2.758 -1.292 -3.199
C -3.281 -1.510 -4.468
C -4.021 -2.651 -4.731
C -4.238 -3.579 -3.720
C -3.721 -3.364 -2.454
C -3.406 -2.226 0.314
C -4.641 -1.589 0.197
C -5.561 -1.643 1.231
C -5.258 -2.344 2.390
C -4.034 -2.983 2.510
C -3.107 -2.923 1.479
H -2.393 -0.253 0.062
H -2.187 -0.395 -3.001
H -3.106 -0.782 -5.250
H -4.427 -2.819 -5.720
H -4.811 -4.475 -3.919
H -3.879 -4.093 -1.670
H -4.884 -1.061 -0.718
H -6.518 -1.148 1.128
H -5.978 -2.395 3.197
H -3.794 -3.533 3.411
H -2.158 -3.432 1.581
C 0.209 1.114 3.227
C 0.120 -0.381 2.903
C -0.843 -1.080 3.865
C 1.509 -1.020 2.978
N -0.435 -0.539 1.568
H 0.584 1.245 4.244
H -0.774 1.583 3.158
H 0.884 1.623 2.538
H -0.491 -0.964 4.891
H -0.905 -2.144 3.637
H -1.842 -0.650 3.787
H 1.894 -0.949 3.996
H 2.206 -0.510 2.310
H 1.467 -2.074 2.696
```

---

No. 5
Computed, not measured: the molecule C6H8, with ωB97M-V/def2-TZVPD.

Total charge = 0
HOMO energy = -9.135 eV
Orbital gap = 0.3782 Ha
ΔE to the lowest compared entry with this formula, charge and spin = 182.47 kJ/mol

```
14
C6H8 ωB97M-V/def2-TZVPD
C 1.817 1.145 -0.049
C 1.507 -0.071 0.315
C 0.814 -1.145 0.588
C -0.461 -1.341 -0.235
C -1.346 -0.202 0.206
C -1.380 0.987 -0.393
H 1.192 1.939 0.359
H 2.585 1.409 -0.770
H 1.001 -1.780 1.446
H -0.228 -1.273 -1.303
H -0.904 -2.327 -0.050
H -1.810 -0.331 1.185
H -0.891 1.157 -1.351
H -1.894 1.834 0.053
```

---

No. 6
Computed, not measured: the molecule C18H19N3O4S at a distorted geometry, with ωB97M-V/def2-TZVPD.

Total charge = 0
HOMO energy = -8.646 eV
Orbital gap = 0.3405 Ha
ΔE to the lowest compared entry with this formula, charge and spin = 339.80 kJ/mol

```
45
C18H19N3O4S ωB97M-V/def2-TZVPD
C -2.692 -2.473 1.091
C -3.046 -1.256 1.949
C -2.497 0.000 1.337
C -3.294 0.820 0.549
C -2.773 1.940 -0.074
C -1.433 2.257 0.096
O -0.846 3.336 -0.568
C -0.668 3.110 -1.954
C -0.141 1.735 -2.173
N 1.078 1.321 -2.195
N 1.051 -0.027 -2.225
C -0.204 -0.370 -2.206
S -0.891 -1.945 -2.165
C 0.627 -2.913 -1.874
C 1.194 -2.637 -0.481
O 0.700 -3.111 0.519
N 2.304 -1.881 -0.496
C 2.986 -1.482 0.721
C 3.052 0.005 0.835
C 2.683 0.867 1.825
C 2.988 2.168 1.348
C 3.514 1.994 0.106
O 3.565 0.692 -0.209
O -1.021 0.697 -2.194
C -0.630 1.459 0.899
C -1.161 0.340 1.511
H -3.122 -3.374 1.522
H -3.081 -2.351 0.082
H -1.614 -2.603 1.032
H -2.629 -1.391 2.949
H -4.132 -1.178 2.039
H -4.336 0.574 0.407
H -3.398 2.562 -0.699
H -1.617 3.216 -2.498
H 0.054 3.852 -2.297
H 0.300 -3.951 -1.928
H 1.334 -2.685 -2.668
H 2.524 -1.340 -1.323
H 2.439 -1.903 1.568
H 4.001 -1.901 0.704
H 2.251 0.611 2.771
H 2.828 3.094 1.860
H 3.867 2.690 -0.628
H 0.411 1.720 1.018
H -0.524 -0.289 2.116
```

---

No. 7
Computed, not measured: a cluster of 9 separate species, C12H42N4O14 in total at a distorted geometry, with ωB97M-V/def2-TZVPD.

Total charge = 0
HOMO energy = -9.560 eV
Orbital gap = 0.3583 Ha
ΔE to the lowest compared entry with this formula, charge and spin = 484.66 kJ/mol

```
72
C12H42N4O14 ωB97M-V/def2-TZVPD
N -0.646 1.272 5.291
C -0.047 0.265 4.802
N -0.762 -0.722 5.244
O 0.931 0.291 4.025
H -1.506 1.039 5.768
H -0.310 2.210 5.127
H -0.440 -1.664 5.073
H -1.681 -0.485 5.591
N 0.375 -7.878 1.827
C 0.369 -7.678 3.130
N 1.107 -8.584 3.638
O -0.133 -6.772 3.710
H 0.819 -8.636 1.328
H -0.049 -7.125 1.305
H 1.281 -8.371 4.610
H 1.527 -9.262 3.019
O 0.440 6.763 2.580
C 1.179 7.680 1.802
C 0.912 7.316 0.278
O 1.355 6.020 -0.032
H -0.481 7.023 2.495
H 0.781 8.666 2.040
H 2.256 7.564 1.924
H 1.396 7.964 -0.453
H -0.156 7.283 0.066
H 1.021 5.342 0.561
O -5.643 2.912 -0.173
C -5.267 3.659 -1.280
C -3.814 3.322 -1.721
O -3.587 2.013 -2.056
H -5.720 2.006 -0.480
H -5.966 3.370 -2.064
H -5.431 4.725 -1.117
H -3.079 3.658 -0.989
H -3.590 3.940 -2.591
H -2.913 1.624 -1.494
O 1.017 1.326 -5.574
C 1.834 0.220 -5.366
C 2.666 -0.167 -6.632
O 1.875 -0.967 -7.456
H 0.213 1.011 -5.155
H 2.551 0.520 -4.602
H 1.251 -0.655 -5.077
H 3.628 -0.634 -6.421
H 2.925 0.698 -7.243
H 1.144 -0.395 -7.700
O -4.740 -3.724 -1.218
C -5.778 -4.192 -0.432
C -7.116 -3.600 -1.003
O -7.290 -2.365 -0.422
H -4.957 -2.797 -1.345
H -5.956 -5.266 -0.386
H -5.530 -3.936 0.598
H -7.904 -4.262 -0.645
H -7.136 -3.503 -2.088
H -8.134 -2.009 -0.709
O 6.752 -0.158 -1.748
C 6.889 -0.219 -0.356
C 6.498 1.140 0.109
O 7.186 2.210 -0.424
H 7.247 0.601 -2.067
H 6.246 -1.032 -0.017
H 7.956 -0.378 -0.203
H 6.638 1.235 1.186
H 5.419 1.186 -0.039
H 6.493 2.782 -0.762
O 3.974 -3.838 3.696
H 3.771 -2.904 3.759
H 4.411 -4.045 4.522
O 0.304 -0.676 -0.143
H 0.906 -0.349 0.525
H 0.217 -1.610 0.049
```

---

No. 8
Computed, not measured: the molecule C5H7NO at a distorted geometry, with ωB97M-V/def2-TZVPD.

Total charge = 0
HOMO energy = -10.062 eV
Orbital gap = 0.3824 Ha
ΔE to the lowest compared entry with this formula, charge and spin = 273.30 kJ/mol

```
14
C5H7NO ωB97M-V/def2-TZVPD
C -1.396 0.017 1.454
C -0.199 0.338 0.619
O 0.726 0.920 1.140
C 0.022 -0.024 -0.819
C 1.883 0.234 -0.712
C -0.902 -1.103 -1.313
N -1.697 -1.882 -1.677
H -1.064 0.111 2.490
H -1.805 -0.976 1.265
H -2.174 0.761 1.259
H -0.152 0.807 -1.499
H 2.323 -0.564 -0.109
H 2.108 0.200 -1.756
H 2.315 1.184 -0.295
```

---

| no. | electronic energy (eV) |
| --- | --- |
| 1 | -197793.27538 |
| 2 | -41161.04133 |
| 3 | -299720.99938 |
| 4 | -50312.83764 |
| 5 | -6348.89273 |
| 6 | -42468.83721 |
| 7 | -47745.65564 |
| 8 | -8833.37027 |